1.
{
  "formula": "C3H7NO4",
  "method": "ωB97M-V/def2-TZVPD",
  "species": ["C", "C", "O", "O", "O", "H", "H", "H", "H", "N", "C", "O", "H", "H", "H"],
  "xyz": [[-0.4686, 0.1886, 0.9172], [0.4184, -1.9562, 0.2276], [1.5965, -1.8421, 0.1197], [-0.2652, -0.4223, 2.1676], [-0.5828, -2.5749, 0.2785], [1.9348, -0.1177, -0.3880], [-0.9405, -1.0943, 2.3096], [-0.1488, 1.2202, 1.0954], [-1.5124, 0.1945, 0.5895], [-0.4026, 1.6102, -1.3903], [0.2655, 0.4778, -1.0251], [1.5862, 0.6627, -0.8729], [-1.4134, 1.5814, -1.3995], [-0.0029, 2.4761, -1.0556], [-0.0641, -0.4040, -1.5740]],
  "forces_ev_per_a": [[-0.11, 1.83, -1.22], [1.03, -2.58, -0.17], [-1.34, 0.80, 0.23], [0.09, -0.71, -0.06], [0.35, 1.47, 0.00], [-0.13, 0.44, -0.43], [0.10, -0.06, -0.06], [-0.04, 0.01, -0.24], [-0.15, -0.15, 0.27], [-0.05, 0.35, 0.03], [-0.53, -1.27, 1.65], [0.61, 0.04, -0.03], [0.25, -0.07, -0.06], [-0.11, -0.09, 0.13], [0.03, 0.00, -0.04]],
  "nbo_charge": [-0.273, 1.026, -0.578, -0.721, -0.535, 0.515, 0.475, 0.162, 0.141, -0.819, 0.367, -0.706, 0.396, 0.395, 0.155],
  "orbital_gap_ev": 8.5
}

2.
{
  "formula": "C3H7NO4",
  "method": "ωB97M-V/def2-TZVPD",
  "species": ["C", "C", "N", "O", "H", "H", "H", "H", "H", "C", "O", "O", "O", "H", "H"],
  "xyz": [[-1.1580, -1.0349, -0.7631], [-0.8038, 0.1994, 0.0477], [-1.0643, 1.3815, -0.6224], [-0.9590, 0.1650, 1.3019], [-0.3678, 2.1154, -0.6460], [-1.9612, 1.8489, -0.6529], [-0.7784, -0.9343, -1.7828], [-0.7129, -1.9134, -0.2955], [-2.2419, -1.1515, -0.7938], [1.5171, 0.0017, 0.4704], [2.0327, -1.1350, -0.0171], [1.1176, -0.3150, 1.9143], [1.9052, 1.1087, 0.1829], [2.7601, -0.8499, -0.5974], [0.7146, 0.5132, 2.2539]],
  "forces_ev_per_a": [[1.75, -0.43, -0.12], [-5.71, -0.32, 3.94], [1.29, 2.52, -2.07], [-0.12, 0.05, -3.82], [0.27, -0.41, 0.25], [-0.19, -0.88, 0.60], [-0.15, -0.08, 0.11], [-0.19, -0.10, -0.04], [0.04, 0.28, 0.15], [3.71, -0.09, 6.17], [-0.86, 0.27, -0.42], [1.96, 0.70, -3.33], [-1.75, -0.71, -0.80], [-0.35, -0.15, -0.13], [0.29, -0.64, -0.48]],
  "nbo_charge": [-0.705, 0.637, -0.963, -0.502, 0.404, 0.407, 0.226, 0.237, 0.248, 0.950, -0.660, -0.700, -0.580, 0.505, 0.495],
  "orbital_gap_ev": 8.8,
  "smiles": "CC(N)=O.O=C(O)O"
}

3.
{
  "formula": "C3H7NO5",
  "method": "ωB97M-V/def2-TZVPD",
  "species": ["C", "C", "C", "N", "O", "O", "O", "O", "O", "H", "H", "H", "H", "H", "H", "H"],
  "xyz": [[0.4075, -0.6737, -0.8593], [-0.4018, -0.0550, 0.2722], [-0.0955, 1.4554, 0.6198], [2.0850, 2.2823, -0.9666], [1.1268, 2.4338, -1.7106], [3.2076, 2.6220, -1.2201], [-0.2921, -0.7173, 1.4877], [-0.2378, 1.7963, 1.8693], [1.8989, 1.6291, 0.0900], [-0.2889, -1.3090, -1.6173], [0.7714, 0.0548, -1.5855], [1.2311, -1.2812, -0.6906], [-1.5587, -0.1254, 0.0154], [-0.4468, 2.0765, -0.0729], [-0.0460, -1.6395, 1.2916], [0.2478, 1.1521, 2.4216]],
  "forces_ev_per_a": [[-3.26, -0.01, -3.74], [-1.01, 0.69, -0.33], [1.13, -4.23, 1.39], [-0.12, 0.07, -1.81], [-0.79, 0.58, -0.71], [0.97, 0.57, -0.13], [0.69, -1.43, 0.67], [1.34, 0.35, -0.58], [-2.03, -1.35, 3.54], [1.26, 1.16, 2.11], [-0.08, 0.44, 0.39], [1.47, -1.05, 1.31], [2.13, 0.88, 0.07], [-1.02, 3.03, -2.57], [-0.10, 0.54, 0.37], [-0.59, -0.26, 0.03]],
  "nbo_charge": [-0.669, 0.025, 0.508, 0.726, -0.507, -0.406, -0.730, -0.595, -0.471, 0.215, 0.267, 0.233, 0.200, 0.192, 0.492, 0.521],
  "orbital_gap_ev": 9.5
}

4.
{
  "formula": "C3H7NOP",
  "method": "ωB97M-V/def2-TZVPD",
  "species": ["C", "C", "C", "N", "O", "P", "H", "H", "H", "H", "H", "H", "H"],
  "xyz": [[-0.4488, 0.4705, 0.9488], [0.3187, 0.4446, -0.2894], [-0.2817, -2.2435, 0.1173], [1.1706, 2.5814, -1.2681], [0.2278, 3.2975, -0.8971], [0.7607, -0.9216, 0.8657], [-0.3909, 1.2729, 1.7628], [-1.4497, 0.0781, 0.7040], [-0.2795, -0.0737, -1.0932], [-1.2306, -1.7327, -0.1327], [-0.4002, -3.2482, 0.7165], [0.0346, -2.6461, -0.8518], [1.9689, 2.7210, -0.5828]],
  "forces_ev_per_a": [[-1.57, 0.17, 0.66], [1.33, 0.01, -1.45], [-1.10, -2.03, 0.35], [-0.82, 0.08, 0.54], [0.55, 0.11, -0.34], [1.02, 0.06, 0.13], [0.03, -1.08, -1.27], [-0.13, 0.52, 1.15], [0.65, 0.94, 0.39], [-0.04, -0.73, 0.42], [-0.20, 1.99, -0.57], [0.63, 0.47, -0.03], [-0.35, -0.51, -0.01]],
  "nbo_charge": [-0.694, -0.699, -0.955, -0.077, -0.462, 0.505, 0.202, 0.183, 0.156, 0.211, 0.190, 0.205, 0.238],
  "orbital_gap_ev": [6.4, 6.4],
  "total_charge": -1
}

5.
{
  "formula": "C3H7NOS",
  "method": "ωB97M-V/def2-TZVPD",
  "species": ["C", "C", "S", "N", "C", "O", "H", "H", "H", "H", "H", "H", "H"],
  "xyz": [[0.0716, 0.4826, 0.1439], [-1.3088, -0.0057, -0.2595], [-2.7121, 0.9576, 0.4477], [1.0859, -0.5650, 0.1230], [2.5553, -0.4593, -0.1111], [3.0466, -1.0388, -1.2001], [0.0469, 0.9687, 1.1290], [0.4201, 1.2927, -0.4893], [-1.3754, -0.0458, -1.3427], [-1.4017, -1.0477, 0.0684], [0.8578, -1.3190, 0.7550], [2.7685, 0.6449, -0.0788], [2.9833, -0.9051, 0.8321]],
  "forces_ev_per_a": [[1.38, 0.17, 0.56], [-0.39, -0.16, 0.42], [0.01, 0.03, -0.16], [-0.61, -0.71, -0.40], [-0.10, 0.20, -0.12], [0.06, -0.08, -0.16], [-0.51, -0.07, 0.23], [-0.02, 0.12, -0.53], [0.01, 0.08, -0.25], [0.03, 0.08, 0.08], [-0.01, 0.09, -0.01], [-0.03, 0.08, 0.20], [0.16, 0.18, 0.15]],
  "nbo_charge": [-0.221, -0.505, -0.805, -0.700, 0.149, -0.960, 0.141, 0.170, 0.173, 0.166, 0.325, 0.041, 0.026],
  "orbital_gap_ev": 5.6,
  "smiles": "[O-]CNCC[S-]",
  "total_charge": -2
}

6.
{
  "formula": "C3H7NOS",
  "method": "ωB97M-V/def2-TZVPD",
  "species": ["C", "C", "S", "C", "N", "O", "H", "H", "H", "H", "H", "H", "H"],
  "xyz": [[-0.4542, 0.6267, -0.4001], [0.7613, 0.7166, 0.5594], [2.2472, 1.0822, -0.5125], [-1.2246, -0.6911, 0.1607], [-0.6513, -1.9728, 0.0585], [-2.3143, -0.2922, 0.6684], [-0.0185, 0.3742, -1.3682], [-1.1743, 1.3697, -0.4513], [1.2768, -0.2626, 0.6950], [0.7111, 1.3332, 1.4278], [2.1418, 2.5021, -0.4787], [-1.3201, -2.6669, 0.3954], [0.0190, -2.1189, -0.7545]],
  "forces_ev_per_a": [[1.91, -5.20, 1.23], [1.79, -0.61, -2.82], [0.06, 3.14, 0.57], [-2.02, 3.87, -0.40], [-0.65, 1.93, -0.55], [2.60, -3.30, -0.58], [-0.31, 0.31, -0.12], [-0.97, 1.52, 0.19], [-1.75, 0.11, 1.11], [-0.07, 0.16, 0.54], [0.31, -1.71, -0.33], [0.70, -0.20, -0.59], [-1.59, -0.03, 1.74]],
  "nbo_charge": [-0.488, -0.485, -0.101, 0.681, -0.862, -0.621, 0.211, 0.242, 0.225, 0.236, 0.132, 0.414, 0.417],
  "orbital_gap_ev": 9.5,
  "smiles": "NC(=O)CCS"
}

7.
{
  "formula": "C3H7NOS",
  "method": "ωB97M-V/def2-TZVPD",
  "species": ["C", "C", "C", "N", "O", "S", "H", "H", "H", "H", "H", "H", "H"],
  "xyz": [[-0.2773, 2.1488, -0.0068], [-0.7676, -1.3311, -0.8681], [0.4022, 1.1833, -0.5873], [0.2231, -0.9167, 1.3164], [1.3563, -0.8932, 2.2122], [0.7021, -0.6248, -0.1452], [1.7033, -1.8359, 2.1820], [-0.7147, 2.0011, 0.9229], [-0.3209, 3.1126, -0.4531], [-1.4204, -0.4753, -1.3444], [-1.1114, -1.8660, -0.0086], [-0.6091, -2.0109, -1.6910], [0.8345, 1.5081, -1.5289]],
  "forces_ev_per_a": [[0.64, -0.91, 0.00], [-1.23, 2.12, -2.22], [0.37, -0.32, -1.38], [-0.28, -0.59, 1.88], [0.80, -1.45, -0.23], [0.38, 1.80, -1.07], [-0.61, 1.64, 0.19], [-0.96, -0.16, 1.66], [-0.05, 0.61, -0.28], [0.93, -1.76, 1.51], [-1.02, -0.06, 0.34], [0.64, -0.28, -0.12], [0.39, -0.64, -0.26]],
  "nbo_charge": [-0.359, -0.794, -0.417, -0.670, -0.602, 1.024, 0.448, 0.207, 0.205, 0.247, 0.277, 0.235, 0.199],
  "orbital_gap_ev": 9.0
}

8.
{
  "formula": "C3H7NOS",
  "method": "ωB97M-V/def2-TZVPD",
  "species": ["O", "C", "N", "C", "C", "S", "H", "H", "H", "H", "H", "H", "H"],
  "xyz": [[1.7686, 0.2304, 1.4161], [0.8559, -0.2797, 2.0738], [-0.2834, -0.7119, 1.5730], [-0.7915, -0.3316, -1.4452], [0.2635, 0.7498, -1.1754], [-0.3138, 2.2635, -1.6949], [1.0079, -0.3976, 3.1576], [-1.0276, -0.8372, 2.2541], [-0.8529, -0.7037, -2.4670], [-0.5250, -1.2124, -0.8460], [0.5013, 0.8133, -0.0427], [1.1725, 0.4188, -1.6860], [-1.7754, -0.0016, -1.1173]],
  "forces_ev_per_a": [[0.51, 0.63, -0.33], [-1.28, -0.25, -0.93], [0.16, 0.69, 0.24], [-0.35, -1.07, 1.14], [-0.78, -0.70, -2.43], [0.58, 0.11, 0.60], [0.12, -0.11, 0.22], [0.20, -0.23, 0.08], [0.21, 0.65, -0.28], [-0.06, 0.25, 0.14], [0.23, -0.47, 0.97], [0.45, 0.56, 0.61], [-0.01, -0.05, -0.03]],
  "nbo_charge": [-0.580, 0.433, -0.764, -0.614, -0.663, 0.375, 0.161, 0.348, 0.212, 0.253, 0.366, 0.253, 0.220],
  "orbital_gap_ev": 4.5
}